Here is a single C14H26ClNO4 molecule at a distorted geometry from OMol25. Energies are from ωB97M-V with the def2-TZVPD basis set.

Summary:
LUMO   0.760 eV
Structure (SMILES)   CCCCC(C(=O)OCC)(C(=O)OCC)[C@@H](Cl)N(C)C
Orbital gap   9.5 eV
DFT total energy   -37141.734 eV
M   307.82 g/mol

Last column: Mulliken charge in e.
CARTESIAN COORDINATES (ANGSTROEM)
C 2.830 -3.129 1.554  -1.41
C 1.510 -2.490 1.084  -0.04
C 1.462 -0.986 1.369  -0.82
C 0.115 -0.225 1.304  -0.95
C -0.479 0.136 -0.128  2.70
C -1.534 -0.892 -0.641  -0.20
O -2.010 -0.776 -1.768  -0.66
O -1.998 -1.764 0.266  -0.26
C -3.353 -2.314 -0.006  -0.32
C -4.176 -2.270 1.262  -1.01
C 0.617 -0.027 -1.191  -0.84
O 0.602 -0.865 -2.062  -0.61
O 1.715 0.770 -1.032  -0.27
C 2.659 0.584 -2.125  -0.26
C 3.872 1.422 -1.812  -1.26
C -1.313 1.395 -0.235  -0.95
Cl -2.657 1.137 1.009  -0.23
N -0.744 2.708 -0.107  0.35
C -0.608 3.435 -1.365  -1.02
C -1.280 3.611 0.904  -1.07
H 2.781 -4.208 1.441  0.39
H 3.683 -2.780 0.971  0.32
H 3.034 -2.921 2.605  0.35
H 1.360 -2.674 0.002  0.28
H 0.682 -2.975 1.626  0.23
H 1.821 -0.833 2.392  0.65
H 2.194 -0.467 0.735  0.11
H -0.655 -0.807 1.826  0.38
H 0.243 0.716 1.870  0.41
H -3.818 -1.720 -0.793  0.34
H -3.207 -3.339 -0.360  0.31
H -5.150 -2.731 1.063  0.40
H -3.690 -2.809 2.086  0.27
H -4.341 -1.223 1.557  0.21
H 2.913 -0.481 -2.246  0.30
H 2.151 0.925 -3.033  0.40
H 4.529 1.474 -2.678  0.41
H 3.565 2.429 -1.536  0.29
H 4.448 0.995 -0.992  0.31
H -1.850 1.426 -1.222  0.76
H -0.178 4.414 -1.141  0.41
H 0.053 2.919 -2.066  0.20
H -1.589 3.611 -1.848  0.38
H -0.815 4.575 0.727  0.38
H -2.369 3.739 0.823  0.39
H -1.025 3.285 1.913  0.25